[1]
A 2-piece molecular cluster, C4H12N2O overall at a distorted geometry. Source: the Open Molecules 2025 dataset; level of theory: wB97M-V/def2-TZVPD.

Last column: natural (NBO) charge in e.
CARTESIAN COORDINATES (ANGSTROEM)
H1 -0.119 2.442 1.629  0.338
N1 0.275 1.817 0.917  -0.653
C1 -0.239 0.651 0.982  0.166
C2 0.461 -0.612 0.172  -0.292
C3 1.369 -1.280 1.213  -0.599
C4 1.234 -0.593 -1.145  -0.615
H2 -1.035 0.377 1.692  0.173
H3 -0.422 -1.250 0.059  0.199
H4 1.563 -2.331 0.977  0.210
H5 0.945 -1.284 2.222  0.208
H6 2.321 -0.746 1.300  0.211
H7 0.638 -0.251 -1.995  0.206
H8 2.106 0.067 -1.089  0.220
H9 1.560 -1.594 -1.448  0.221
N2 -1.904 1.083 -1.578  -0.522
O1 -2.680 0.707 -0.414  -0.621
H10 -1.688 2.063 -1.366  0.341
H11 -0.980 0.546 -1.321  0.340
H12 -3.406 0.186 -0.806  0.468

Cartesian forces, eV/Å:
-0.176 -0.126 -0.339
-0.339 -0.800 0.261
2.494 -0.224 -1.253
-1.514 0.132 1.740
0.004 -0.039 0.637
-0.322 1.188 -0.432
0.280 -0.190 -0.368
0.104 -0.255 -0.190
0.067 0.186 -0.199
-0.154 0.074 -0.098
-0.090 -0.073 -0.164
-0.009 0.138 0.059
-0.059 -0.152 0.043
-0.015 0.048 0.509
2.225 -1.326 1.281
-0.959 -0.386 -0.444
0.080 -0.327 -0.192
-2.068 1.704 -1.163
0.451 0.427 0.312

ΔE to the lowest compared entry with this formula, charge and spin: 360.1 kJ/mol
Structure (SMILES): [H]/N=C/C(C)C.NO
F_max: 2.92 eV/Å
HOMO level: -0.360 hartree

[2]
One molecule with the formula C4H12N2O at a distorted geometry. Source: the Open Molecules 2025 dataset; level of theory: wB97M-V/def2-TZVPD.

Last column: natural (NBO) charge in e.
CARTESIAN COORDINATES (ANGSTROEM)
C1 -1.861 0.941 1.001  -0.638
C2 -1.181 -0.223 0.335  0.096
O1 -0.903 -1.250 1.272  -0.721
C3 -0.032 0.196 -0.605  -0.080
N1 0.235 -0.881 -1.612  -0.838
C4 1.244 0.399 0.215  -0.229
N2 2.404 0.678 -0.669  -0.808
H1 -1.188 1.322 1.803  0.204
H2 -2.747 0.657 1.546  0.224
H3 -1.999 1.882 0.471  0.220
H4 -1.934 -0.673 -0.334  0.151
H5 -0.055 -1.659 1.098  0.477
H6 -0.351 1.043 -1.211  0.186
H7 -0.609 -1.370 -1.913  0.350
H8 0.423 -0.414 -2.503  0.355
H9 0.969 1.165 0.955  0.172
H10 1.531 -0.490 0.764  0.183
H11 2.361 1.662 -0.925  0.344
H12 3.157 0.584 0.006  0.351

Cartesian forces, eV/Å:
1.438 1.122 2.140
-1.122 -0.243 -1.857
0.115 0.462 0.502
0.151 -2.034 -0.065
-0.373 0.115 -0.742
-0.563 0.683 -1.083
-0.527 0.340 1.311
-0.179 -0.448 -0.129
-0.468 -0.174 -0.172
-0.360 -0.525 -0.845
0.033 0.161 -0.117
0.152 -0.059 -0.265
0.095 0.664 0.712
-0.218 0.000 0.833
0.776 -0.091 0.411
0.584 0.138 0.010
-0.345 -0.328 0.031
0.218 -0.050 -0.064
0.591 0.267 -0.609

ΔE to the lowest compared entry with this formula, charge and spin: 166.3 kJ/mol
Structure (SMILES): C[C@H](O)[C@H](N)CN
F_max: 2.81 eV/Å
HOMO level: -0.347 hartree

[3]
A 2-piece molecular cluster, C4H12N2O overall at a distorted geometry. Source: the Open Molecules 2025 dataset; level of theory: wB97M-V/def2-TZVPD.

Last column: natural (NBO) charge in e.
CARTESIAN COORDINATES (ANGSTROEM)
C1 -0.119 -2.417 2.048  -0.070
N1 -0.375 -2.186 0.816  -0.410
C2 -0.306 -0.918 0.084  -0.259
C3 1.104 -0.708 -0.517  -0.426
C4 1.074 0.763 -1.106  -0.231
N2 0.021 1.015 -2.041  -0.886
H1 -0.073 -3.457 2.544  0.188
H2 0.423 -1.578 2.530  0.138
H3 -1.199 -1.189 -0.533  0.230
H4 -0.768 0.153 0.486  0.153
H5 1.413 -1.619 -1.077  0.224
H6 1.879 -0.657 0.326  0.199
H7 2.076 0.945 -1.615  0.180
H8 1.244 1.398 -0.188  0.208
H9 -0.555 1.833 -1.855  0.368
H10 0.146 0.853 -3.084  0.391
O1 -1.278 3.210 0.875  -0.929
H11 -1.778 2.383 0.824  0.470
H12 -0.625 3.129 0.162  0.463

Cartesian forces, eV/Å:
1.727 0.948 -1.142
-0.239 -1.685 1.902
-2.141 0.687 0.559
-0.371 0.713 1.180
3.537 -1.250 -0.642
-1.227 0.520 -1.129
-0.501 1.637 -1.125
-0.674 -0.408 0.878
1.426 0.953 -1.040
1.589 -2.520 0.325
-0.335 1.057 -0.400
-1.183 -0.147 -0.787
-0.850 -0.366 0.417
-1.329 -0.114 -1.084
0.319 -0.406 -0.298
0.228 0.386 2.371
0.142 -0.324 -0.414
0.087 0.216 0.082
-0.206 0.102 0.346

ΔE to the lowest compared entry with this formula, charge and spin: 366.0 kJ/mol
Structure (SMILES): C=NCCCN.O
F_max: 3.81 eV/Å
HOMO level: -0.327 hartree

[4]
One molecule with the formula C4H12N2O at a distorted geometry. Source: the Open Molecules 2025 dataset; level of theory: wB97M-V/def2-TZVPD.

Last column: natural (NBO) charge in e.
CARTESIAN COORDINATES (ANGSTROEM)
C1 0.549 -2.929 -0.542  -0.411
N1 0.941 -1.511 -0.294  -0.626
C2 -0.156 -0.704 0.130  -0.225
C3 0.267 0.783 0.252  -0.060
N2 0.651 1.408 -1.011  -0.843
C4 -0.920 1.604 0.906  -0.085
O1 -0.459 2.924 1.025  -0.729
H1 0.245 -3.211 0.465  0.190
H2 -0.360 -2.998 -1.157  0.165
H3 1.396 -3.445 -0.968  0.205
H4 1.405 -1.092 -1.091  0.368
H5 -0.446 -1.031 1.146  0.195
H6 -1.004 -0.551 -0.595  0.141
H7 1.099 0.811 0.964  0.191
H8 -0.211 1.456 -1.544  0.346
H9 1.033 2.302 -0.731  0.382
H10 -1.064 1.220 1.936  0.164
H11 -1.798 1.426 0.269  0.157
H12 -1.167 3.538 0.842  0.474

Cartesian forces, eV/Å:
-0.465 2.124 0.754
0.181 -0.854 -0.790
0.065 2.173 -0.215
-0.693 -0.020 1.369
0.211 -1.343 0.773
1.623 -1.737 0.363
-0.148 0.587 -0.274
0.264 -1.021 -0.109
0.276 -0.146 -0.278
-0.020 -0.451 0.157
-0.134 0.021 -0.071
-0.484 0.021 -0.617
0.033 -1.242 0.453
0.102 0.236 -0.259
0.261 0.697 -0.331
-0.407 0.309 -0.668
-0.406 -0.077 -0.513
-0.074 0.513 0.244
-0.185 0.210 0.013

ΔE to the lowest compared entry with this formula, charge and spin: 179.8 kJ/mol
Structure (SMILES): CNC[C@@H](N)CO
F_max: 2.40 eV/Å
HOMO level: -0.316 hartree

[5]
One molecule with the formula C4H12N2O at a distorted geometry. Source: the Open Molecules 2025 dataset; level of theory: wB97M-V/def2-TZVPD.

Last column: natural (NBO) charge in e.
CARTESIAN COORDINATES (ANGSTROEM)
N1 1.398 0.970 -2.402  -0.832
C1 0.186 0.188 -2.059  -0.229
C2 -0.587 0.853 -0.927  -0.237
N2 0.141 0.874 0.353  -0.620
C3 0.280 -0.450 0.985  -0.259
C4 -0.736 -0.751 2.094  -0.074
O1 -0.199 -1.625 3.061  -0.709
H1 2.210 0.368 -2.328  0.352
H2 1.516 1.626 -1.628  0.359
H3 -0.459 0.188 -2.941  0.186
H4 0.398 -0.850 -1.812  0.171
H5 -1.574 0.380 -0.855  0.166
H6 -0.789 1.872 -1.241  0.198
H7 -0.469 1.410 0.958  0.350
H8 1.205 -0.433 1.555  0.202
H9 0.328 -1.214 0.215  0.184
H10 -1.703 -1.098 1.699  0.158
H11 -0.961 0.204 2.577  0.167
H12 -0.187 -2.514 2.696  0.466

Cartesian forces, eV/Å:
-0.132 -0.228 0.814
0.013 0.618 -0.248
-0.049 -0.500 -0.301
-0.861 -0.230 -0.324
0.252 0.629 0.545
-0.527 0.424 -0.767
-0.158 -0.102 0.097
0.057 0.031 -0.177
0.167 -0.034 -0.264
-0.135 -0.180 0.051
0.167 -0.097 -0.047
-0.052 -0.209 0.083
0.095 0.352 0.117
0.354 0.328 0.222
0.457 -0.226 -0.261
0.025 -0.231 0.060
0.163 -0.168 0.059
0.151 -0.158 0.307
0.012 -0.019 0.034

ΔE to the lowest compared entry with this formula, charge and spin: 172.4 kJ/mol
Structure (SMILES): NCCNCCO
F_max: 1.02 eV/Å
HOMO level: -0.336 hartree

[6]
One molecule with the formula C4H12N2O at a distorted geometry. Source: the Open Molecules 2025 dataset; level of theory: wB97M-V/def2-TZVPD.

Last column: natural (NBO) charge in e.
CARTESIAN COORDINATES (ANGSTROEM)
C1 0.103 1.067 -1.712  -0.621
C2 0.162 0.013 -0.585  -0.034
C3 -1.216 -0.328 -0.182  -0.247
N1 -1.846 -1.144 -1.266  -0.820
N2 1.106 0.545 0.464  -0.687
C4 1.273 -0.258 1.680  0.104
O1 0.990 0.391 2.871  -0.711
H1 -0.248 1.938 -1.073  0.195
H2 0.994 1.122 -2.337  0.219
H3 -0.699 0.710 -2.328  0.231
H4 0.595 -0.948 -0.979  0.170
H5 -1.081 -0.864 0.764  0.168
H6 -1.889 0.492 0.004  0.191
H7 -1.331 -1.969 -1.298  0.339
H8 -2.748 -1.482 -0.925  0.354
H9 1.107 1.572 0.510  0.378
H10 2.285 -0.528 1.648  0.146
H11 0.611 -1.167 1.597  0.154
H12 1.832 0.839 3.148  0.470

Cartesian forces, eV/Å:
-0.597 -0.505 1.762
2.584 0.881 -0.899
-1.000 -1.213 0.532
-0.986 1.362 1.191
-1.509 -0.535 -0.953
-1.222 0.001 -1.596
1.028 1.125 1.075
0.723 -0.200 -1.639
0.096 0.592 0.508
-0.556 0.305 -0.556
-0.070 0.715 0.294
-0.675 -0.198 0.045
0.085 0.699 0.089
1.292 -1.832 -0.472
0.003 0.402 -0.164
-0.115 -0.941 0.442
1.507 -0.955 0.421
0.803 0.861 0.143
-1.390 -0.563 -0.224

ΔE to the lowest compared entry with this formula, charge and spin: 210.1 kJ/mol
Structure (SMILES): C[C@H](CN)NCO
F_max: 2.87 eV/Å
HOMO level: -0.316 hartree

[7]
One molecule with the formula C4H12N2O at a distorted geometry. Source: the Open Molecules 2025 dataset; level of theory: wB97M-V/def2-TZVPD.

Last column: natural (NBO) charge in e.
CARTESIAN COORDINATES (ANGSTROEM)
N1 -2.230 1.888 -1.095  -0.895
C1 -0.837 1.596 -1.597  -0.239
C2 0.125 1.233 -0.571  -0.225
N2 -0.031 -0.210 -0.172  -0.672
C3 0.999 -0.973 0.554  -0.235
C4 0.697 -2.074 1.601  -0.057
O1 1.747 -2.762 2.260  -0.718
H1 -2.402 2.590 -0.404  0.375
H2 -2.880 1.720 -1.821  0.371
H3 -0.595 2.536 -2.259  0.183
H4 -0.934 0.674 -2.182  0.216
H5 1.148 1.285 -1.028  0.200
H6 0.076 1.862 0.375  0.175
H7 -1.080 -0.274 0.109  0.381
H8 1.699 -1.402 -0.208  0.175
H9 1.638 -0.293 1.123  0.169
H10 0.110 -1.866 2.451  0.183
H11 0.117 -2.891 1.050  0.145
H12 2.633 -2.637 1.815  0.467

Cartesian forces, eV/Å:
1.824 -1.895 0.294
-2.869 2.412 -1.657
2.980 -1.168 2.587
-3.556 -0.036 0.159
1.521 0.926 0.445
-1.721 -2.466 -2.199
2.724 0.715 -1.087
0.056 0.384 -0.281
-0.897 0.400 -0.171
0.536 -1.994 1.115
-0.023 0.502 -0.479
-0.685 0.317 0.569
0.209 -0.215 -1.179
2.729 -0.503 -0.138
-0.562 -0.041 0.478
0.133 0.514 -0.010
-1.229 1.390 0.542
0.426 0.952 0.470
-1.597 -0.195 0.544

ΔE to the lowest compared entry with this formula, charge and spin: 298.0 kJ/mol
Structure (SMILES): NCCNCCO
F_max: 4.12 eV/Å
HOMO level: -0.311 hartree

[8]
A 2-piece molecular cluster, C4H12N2O overall at a distorted geometry. Source: the Open Molecules 2025 dataset; level of theory: wB97M-V/def2-TZVPD.

Last column: natural (NBO) charge in e.
CARTESIAN COORDINATES (ANGSTROEM)
C1 1.536 1.095 1.689  -0.410
N1 1.122 -0.277 1.462  -0.608
C2 -0.062 -0.512 0.856  0.677
C3 -0.332 -1.831 0.322  -0.740
O1 -0.940 0.368 0.849  -0.668
H1 1.298 1.714 0.821  0.211
H2 1.167 1.401 2.692  0.213
H3 2.638 1.004 1.658  0.188
H4 1.977 -0.830 1.273  0.391
H5 -1.129 -2.190 0.906  0.243
H6 0.434 -2.598 0.489  0.211
H7 -0.803 -1.786 -0.677  0.294
C4 -0.207 0.959 -2.543  -0.422
N2 -1.182 -0.026 -2.021  -0.889
H8 0.094 0.835 -3.602  0.193
H9 -0.616 2.069 -2.589  0.166
H10 0.821 0.976 -1.941  0.183
H11 -1.477 0.494 -1.124  0.406
H12 -2.074 -0.185 -2.731  0.363

Cartesian forces, eV/Å:
0.867 -0.425 0.468
1.732 -0.344 -0.595
-0.909 1.756 0.428
-0.060 -1.675 -0.779
1.010 -0.587 -0.026
-0.546 0.303 0.538
0.293 0.503 -0.973
-0.394 0.571 0.594
-1.659 -0.196 -0.035
-1.326 -0.511 1.041
0.193 0.426 -0.583
0.937 0.087 0.259
1.002 2.110 -0.501
-2.100 1.364 -0.822
-0.219 -0.608 0.556
0.767 -1.935 0.535
-2.365 -0.185 -0.954
-0.248 -1.699 -1.652
3.023 1.044 2.500

ΔE to the lowest compared entry with this formula, charge and spin: 190.9 kJ/mol
Structure (SMILES): CNC(C)=O.CN
F_max: 4.06 eV/Å
HOMO level: -0.332 hartree

Question: F_max of number 2 (C4H12N2O)?
Answer: 2.81 eV/Å

What did the first record say?
A 2-piece molecular cluster, C4H12N2O overall at a distorted geometry. Source: the Open Molecules 2025 dataset; level of theory: wB97M-V/def2-TZVPD.

Last column: natural (NBO) charge in e.
CARTESIAN COORDINATES (ANGSTROEM)
H1 -0.119 2.442 1.629  0.338
N1 0.275 1.817 0.917  -0.653
C1 -0.239 0.651 0.982  0.166
C2 0.461 -0.612 0.172  -0.292
C3 1.369 -1.280 1.213  -0.599
C4 1.234 -0.593 -1.145  -0.615
H2 -1.035 0.377 1.692  0.173
H3 -0.422 -1.250 0.059  0.199
H4 1.563 -2.331 0.977  0.210
H5 0.945 -1.284 2.222  0.208
H6 2.321 -0.746 1.300  0.211
H7 0.638 -0.251 -1.995  0.206
H8 2.106 0.067 -1.089  0.220
H9 1.560 -1.594 -1.448  0.221
N2 -1.904 1.083 -1.578  -0.522
O1 -2.680 0.707 -0.414  -0.621
H10 -1.688 2.063 -1.366  0.341
H11 -0.980 0.546 -1.321  0.340
H12 -3.406 0.186 -0.806  0.468

Cartesian forces, eV/Å:
-0.176 -0.126 -0.339
-0.339 -0.800 0.261
2.494 -0.224 -1.253
-1.514 0.132 1.740
0.004 -0.039 0.637
-0.322 1.188 -0.432
0.280 -0.190 -0.368
0.104 -0.255 -0.190
0.067 0.186 -0.199
-0.154 0.074 -0.098
-0.090 -0.073 -0.164
-0.009 0.138 0.059
-0.059 -0.152 0.043
-0.015 0.048 0.509
2.225 -1.326 1.281
-0.959 -0.386 -0.444
0.080 -0.327 -0.192
-2.068 1.704 -1.163
0.451 0.427 0.312

ΔE to the lowest compared entry with this formula, charge and spin: 360.1 kJ/mol
Structure (SMILES): [H]/N=C/C(C)C.NO
F_max: 2.92 eV/Å
HOMO level: -0.360 hartree